ORCA calculation (ωB97M-V with the def2-TZVPD basis set) on C7H10CeN2O2 as an isolated structure at a distorted geometry.

Positions of all 22 atoms, in Å:
C 0.145 0.988 -1.779
C -0.750 -0.145 -1.797
C 0.046 -1.329 -2.004
C 1.414 -0.947 -2.028
C 1.486 0.481 -1.885
Ce 0.518 0.101 0.542
N 1.909 1.876 0.990
C -1.294 0.868 1.536
C -1.984 -0.249 1.120
H -0.346 -2.325 -2.244
H -1.844 -0.095 -1.749
H 2.269 -1.611 -2.179
H 2.399 1.089 -1.897
H -0.142 2.044 -1.725
H -2.701 -0.252 0.297
H -0.638 0.848 2.503
H 1.470 2.606 1.601
H -2.463 -0.783 2.000
H -1.305 1.795 0.818
O 0.113 -1.903 3.590
N 0.372 -1.278 2.576
O 1.327 -1.779 1.716

## Properties
* calculated total energy: -27419.3559 eV
* HOMO (alpha / beta): -2.841 / -2.872 eV
* net charge: -1
* multiplicity: 2

The molecule's Mulliken atomic charges, reported in e, are given here: C -0.291; C -0.799; C -0.494; C -0.580; C -0.324; Ce 0.294; N -0.588; C -0.017; C -0.740; H 0.391; H 0.574; H 0.390; H 0.363; H 0.478; H 0.233; H 0.264; H 0.004; H 0.229; H 0.183; O -0.546; N 0.505; O -0.528


ORCA calculation (ωB97M-V with the def2-TZVPD basis set) on a 2-piece molecular cluster, C27H30N2O4S2 overall at a distorted geometry.

Positions of all 65 atoms, in Å:
O -1.226 -2.058 0.035
S -0.329 -2.608 -0.957
O -0.684 -3.787 -1.716
C 0.049 -1.283 -2.150
C -0.760 -0.186 -2.224
C -2.203 -0.235 -2.204
C -2.919 -1.446 -2.410
C -4.292 -1.500 -2.151
C -4.977 -0.351 -1.723
C -4.308 0.884 -1.671
C -2.945 0.945 -1.963
S 1.721 -1.257 -2.767
O 2.120 -2.647 -2.871
O 2.464 -0.328 -1.939
C 1.774 -0.627 -4.451
C 1.649 -1.525 -5.515
C 1.588 -1.041 -6.824
C 1.701 0.333 -7.071
C 1.917 1.217 -6.006
C 1.986 0.734 -4.695
C 1.212 -2.949 -0.074
C 1.760 -4.232 -0.067
C 2.930 -4.469 0.659
C 3.543 -3.432 1.368
C 2.970 -2.154 1.375
C 1.793 -1.919 0.666
H -0.294 0.790 -2.329
H -2.409 -2.336 -2.791
H -4.825 -2.453 -2.245
H -6.022 -0.415 -1.410
H -4.840 1.795 -1.381
H -2.408 1.898 -1.958
H 1.594 -2.594 -5.312
H 1.443 -1.744 -7.646
H 1.627 0.713 -8.093
H 2.027 2.288 -6.190
H 2.197 1.403 -3.862
H 1.282 -5.022 -0.645
H 3.364 -5.471 0.658
H 4.472 -3.613 1.915
H 3.434 -1.328 1.919
H 1.323 -0.937 0.686
C 0.153 0.757 2.719
C -0.055 1.700 3.722
N -0.757 1.414 4.871
C -1.210 0.068 5.097
C -1.517 2.421 5.573
C -0.824 3.769 5.560
C -0.273 4.103 4.188
N 0.429 2.985 3.607
C 1.224 3.313 2.454
H 0.666 1.048 1.809
H -0.273 -0.234 2.826
H -0.373 -0.628 4.997
H -1.616 -0.006 6.111
H -1.994 -0.233 4.389
H -2.525 2.522 5.126
H -1.658 2.068 6.601
H -1.541 4.542 5.854
H -0.010 3.770 6.294
H -1.100 4.423 3.526
H 0.437 4.936 4.247
H 2.091 2.648 2.398
H 0.656 3.211 1.521
H 1.570 4.347 2.544

## Properties
* SMILES: O=S(=O)(C(=Cc1ccccc1)S(=O)(=O)c1ccccc1)c1ccccc1.C=C1N(C)CCCN1C
* calculated total energy: -61322.8832 eV
* energy above the lowest of the compared OMol25 structures with the same formula, charge and spin: 0.750 eV
* HOMO: -7.124 eV

The molecule's Mulliken atomic charges, reported in e, are given here: O -0.589; S 1.516; O -0.686; C -0.444; C -0.394; C 0.832; C -0.106; C -0.650; C -0.428; C -0.489; C -0.655; S 1.744; O -0.690; O -0.679; C 0.061; C -0.468; C -0.573; C -0.324; C -0.657; C -0.176; C -0.047; C -0.396; C -0.564; C -0.425; C -0.734; C -0.171; H 0.427; H 0.388; H 0.380; H 0.371; H 0.364; H 0.349; H 0.418; H 0.368; H 0.367; H 0.367; H 0.411; H 0.448; H 0.368; H 0.373; H 0.413; H 0.348; C -1.329; C 0.803; N 0.194; C -1.221; C -0.620; C -0.704; C -0.609; N 0.216; C -1.212; H 0.046; H 0.309; H 0.399; H 0.291; H 0.393; H 0.311; H 0.369; H 0.338; H 0.307; H 0.308; H 0.379; H 0.384; H 0.385; H 0.296


ORCA calculation (ωB97M-V with the def2-TZVPD basis set) on C20H43IrN2OP3S as an isolated structure at a distorted geometry.

Positions of all 71 atoms, in Å:
Ir -0.790 0.221 -0.725
P 0.926 -0.562 0.657
P 1.388 2.472 -1.021
P -1.458 -1.946 -0.650
H -1.056 3.119 -3.150
C -1.009 2.068 -3.486
C -1.909 0.965 -3.150
H -1.828 0.605 -2.051
C 2.336 -1.081 -0.404
C 1.715 0.471 1.949
C 0.749 -2.014 1.794
C 0.997 3.950 -2.007
C 0.851 3.083 0.643
C 3.222 2.451 -0.775
C -2.833 -2.033 -1.829
C -2.166 -2.811 0.810
C -0.255 -3.236 -1.239
H -0.627 1.939 -4.498
H -2.987 1.270 -3.310
H 3.184 -1.291 0.272
H 2.593 -0.279 -1.115
H 2.081 -1.993 -0.966
H 2.423 -0.159 2.505
H 0.936 0.829 2.636
H 2.254 1.311 1.502
H 0.726 -2.977 1.273
H -0.140 -1.895 2.428
H 1.632 -2.010 2.453
H 1.585 4.808 -1.679
H -0.048 4.200 -1.810
H 1.150 3.792 -3.074
H 1.705 3.364 1.283
H 0.266 2.336 1.200
H 0.194 3.960 0.579
H 3.606 3.475 -0.715
H 3.708 1.948 -1.624
H 3.516 1.935 0.146
H -3.563 -2.817 -1.595
H -2.402 -2.252 -2.815
H -3.326 -1.053 -1.814
H -3.120 -3.289 0.545
H -2.351 -2.093 1.615
H -1.485 -3.581 1.194
H -0.800 -4.065 -1.726
H 0.314 -3.652 -0.396
H 0.446 -2.787 -1.957
C -0.191 -0.730 -3.926
C 0.195 -1.839 -4.760
C -0.433 -1.991 -5.972
C -1.300 -0.962 -6.431
C -1.787 0.018 -5.594
C -1.593 -0.229 -4.148
O 0.575 -0.189 -3.077
H 1.565 1.529 -2.211
H 0.934 -2.548 -4.367
H -0.196 -2.868 -6.588
H -1.586 -0.996 -7.473
H -2.574 0.738 -5.873
H -2.275 -1.072 -3.942
S -2.165 1.390 0.514
C -2.073 0.769 2.120
N -1.261 1.229 3.096
C -1.594 0.623 4.378
C -2.723 -0.331 4.050
N -2.856 -0.224 2.606
H -0.719 2.088 2.995
H -1.893 1.407 5.077
H -0.740 0.100 4.819
H -3.661 -0.030 4.519
H -2.513 -1.356 4.365
H -3.634 -0.597 2.071

## Properties
* calculated total energy: -67974.2340 eV
* energy above the lowest of the compared OMol25 structures with the same formula, charge and spin: 3.828 eV
* HOMO (alpha / beta): -14.577 / -17.227 eV
* net charge: +3
* multiplicity: 5

The molecule's Mulliken atomic charges, reported in e, are given here: Ir 1.025; P 0.156; P 1.471; P 1.033; H 0.584; C -1.237; C 1.265; H -1.071; C -0.957; C -0.927; C -1.205; C -1.561; C -0.609; C -1.454; C -1.589; C -0.663; C -0.983; H 0.204; H 0.387; H 0.527; H 0.092; H 0.385; H 0.658; H 0.015; H 0.043; H 0.328; H 0.181; H 0.606; H 0.517; H 0.455; H 0.465; H 0.578; H -0.732; H 0.496; H 0.446; H 0.465; H 0.376; H 0.770; H 0.304; H 0.325; H 0.530; H -0.205; H 0.416; H 0.477; H 0.481; H -0.179; C 0.371; C -0.405; C -0.784; C -0.430; C -0.684; C 0.152; O -0.323; H -0.099; H 0.479; H 0.487; H 0.493; H 0.489; H 0.113; S -0.386; C -0.139; N 0.088; C -0.584; C -0.611; N -0.112; H 0.385; H 0.385; H 0.307; H 0.403; H 0.297; H 0.413


ORCA calculation (ωB97M-V with the def2-TZVPD basis set) on a 2-piece molecular cluster, C4H10NO3 overall at a distorted geometry.

Positions of all 18 atoms, in Å:
C -0.294 0.301 -0.622
C 0.006 -1.153 -1.046
C -1.229 -1.952 -1.367
O -1.272 -3.151 -1.489
N 0.042 0.498 0.770
C -0.467 1.908 1.319
O -1.331 1.734 2.295
H -1.355 0.460 -0.867
H 0.375 0.967 -1.171
H 0.418 -1.665 -0.171
H 0.757 -1.330 -1.827
H -2.156 -1.351 -1.460
H -0.583 -0.035 1.381
H 0.485 2.392 1.639
H -0.916 2.360 0.433
H 2.747 0.236 0.011
H 1.946 -0.047 1.287
O 2.828 -0.173 0.883

## Properties
* calculated total energy: -11942.1146 eV
* energy above the lowest of the compared OMol25 structures with the same formula, charge and spin: 3.282 eV
* HOMO: -3.068 eV
* net charge: -1

The molecule's Mulliken atomic charges, reported in e, are given here: C -0.804; C -0.379; C -0.008; O -0.511; N -0.191; C -0.321; O -0.867; H 0.404; H 0.324; H 0.241; H 0.384; H 0.277; H 0.149; H 0.167; H 0.162; H 0.261; H 0.424; O -0.712